A cluster of 15 separate species, C66H177N15O18 in total at a distorted geometry. Source: the Open Molecules 2025 dataset; level of theory: ωB97M-V/def2-TZVPD.

Results
M: 1469.229 g mol⁻¹
energy relative to the best compared isomer or geometry (same formula, charge and spin): 0.00 kcal/mol
frontier orbital gap: 8.9 eV
HOMO: -8.455 eV

Geometry (Å):
1 C -3.736 0.067 3.523
2 O -3.470 -0.185 2.131
3 C -2.149 0.316 1.769
4 C -1.845 -0.078 0.318
5 N -0.393 -0.042 0.069
6 C -0.257 0.037 -1.403
7 C 1.246 0.095 -1.822
8 O 1.734 -1.189 -1.497
9 C 3.101 -1.309 -1.915
10 H -4.761 -0.184 3.799
11 H -3.717 1.137 3.728
12 H -3.124 -0.532 4.198
13 H -1.483 -0.209 2.454
14 H -2.078 1.402 1.832
15 H -2.384 0.589 -0.354
16 H -2.137 -1.109 0.119
17 H -0.048 -0.929 0.406
18 H -0.640 0.973 -1.810
19 H -0.814 -0.745 -1.920
20 H 1.878 0.825 -1.315
21 H 1.274 0.255 -2.900
22 H 3.254 -1.028 -2.957
23 H 3.421 -2.343 -1.784
24 H 3.728 -0.616 -1.353
25 C -4.909 2.986 1.159
26 O -5.956 2.511 0.401
27 C -6.233 1.125 0.569
28 C -7.518 0.728 -0.163
29 N -7.265 1.037 -1.571
30 C -8.451 1.174 -2.460
31 C -8.085 1.478 -3.941
32 O -7.225 2.648 -3.975
33 C -7.135 3.253 -5.278
34 H -5.110 4.040 1.350
35 H -3.918 2.828 0.732
36 H -4.826 2.580 2.167
37 H -6.422 0.837 1.603
38 H -5.375 0.513 0.287
39 H -8.278 1.394 0.246
40 H -7.766 -0.324 -0.021
41 H -6.722 1.889 -1.578
42 H -9.107 2.007 -2.210
43 H -9.012 0.239 -2.475
44 H -8.953 1.699 -4.562
45 H -7.481 0.692 -4.396
46 H -6.831 2.477 -5.980
47 H -6.359 4.019 -5.279
48 H -8.093 3.693 -5.556
49 C 10.624 8.380 -3.379
50 O 9.809 8.005 -2.237
51 C 8.594 7.361 -2.624
52 C 8.652 5.857 -3.056
53 N 7.287 5.347 -3.216
54 C 7.289 3.909 -3.475
55 C 5.866 3.285 -3.445
56 O 5.219 3.439 -2.211
57 C 3.889 2.964 -2.181
58 H 11.053 7.491 -3.842
59 H 11.457 9.020 -3.087
60 H 10.064 8.855 -4.184
61 H 8.071 7.989 -3.345
62 H 7.999 7.456 -1.716
63 H 9.168 5.303 -2.271
64 H 9.173 5.696 -4.000
65 H 6.772 5.427 -2.351
66 H 8.065 3.453 -2.860
67 H 7.665 3.802 -4.492
68 H 5.852 2.217 -3.664
69 H 5.222 3.643 -4.249
70 H 3.838 1.881 -2.289
71 H 3.296 3.399 -2.986
72 H 3.361 3.339 -1.305
73 C 4.868 -2.901 -6.509
74 C 6.287 -2.154 -6.698
75 C 6.854 -1.929 -5.263
76 O 6.026 -1.103 -4.418
77 C 6.514 -0.700 -3.102
78 N 7.170 -3.001 -7.401
79 H 4.941 -3.613 -5.686
80 H 4.619 -3.305 -7.490
81 H 4.045 -2.259 -6.197
82 H 6.243 -1.216 -7.251
83 H 7.833 -1.456 -5.336
84 H 7.154 -2.796 -4.675
85 H 7.275 0.049 -3.323
86 H 6.895 -1.525 -2.500
87 H 5.695 -0.185 -2.601
88 H 6.811 -2.938 -8.343
89 H 8.123 -2.670 -7.462
90 C -8.931 3.657 3.586
91 C -7.631 4.128 4.290
92 C -6.722 2.955 4.736
93 O -7.399 2.302 5.876
94 C -6.652 1.248 6.426
95 N -6.978 4.993 3.289
96 H -9.417 4.430 2.990
97 H -9.585 3.363 4.407
98 H -8.770 2.759 2.989
99 H -7.894 4.609 5.232
100 H -5.724 3.319 4.981
101 H -6.540 2.224 3.948
102 H -5.651 1.497 6.779
103 H -6.675 0.439 5.695
104 H -7.185 0.906 7.313
105 H -6.910 4.405 2.470
106 H -7.671 5.651 2.963
107 C 2.733 -3.352 1.410
108 C 1.538 -4.070 0.665
109 C 0.893 -5.162 1.495
110 O 1.935 -6.075 1.880
111 C 1.395 -7.174 2.664
112 N 0.616 -3.020 0.251
113 H 3.611 -3.987 1.529
114 H 2.402 -3.008 2.390
115 H 3.152 -2.499 0.878
116 H 1.933 -4.503 -0.254
117 H 0.078 -5.686 0.996
118 H 0.467 -4.656 2.361
119 H 0.803 -7.024 3.568
120 H 2.139 -7.881 3.030
121 H 0.696 -7.771 2.078
122 H 1.022 -2.533 -0.534
123 H -0.163 -3.544 -0.123
124 C 1.728 3.190 5.349
125 C 1.305 1.954 4.517
126 C 0.940 0.719 5.371
127 O 0.314 -0.314 4.592
128 C 1.207 -0.825 3.566
129 N 0.186 2.283 3.714
130 H 0.970 3.131 6.130
131 H 1.549 4.070 4.731
132 H 2.725 3.104 5.781
133 H 2.172 1.677 3.918
134 H 0.093 0.932 6.022
135 H 1.830 0.350 5.882
136 H 0.589 -1.560 3.051
137 H 2.115 -1.305 3.932
138 H 1.483 -0.056 2.844
139 H -0.094 1.432 3.248
140 H -0.612 2.563 4.267
141 C -0.597 4.043 0.813
142 C 0.857 3.849 0.389
143 C 1.744 5.098 0.775
144 O 1.306 6.290 0.149
145 C 1.209 6.196 -1.307
146 N 1.311 2.629 1.029
147 H -1.048 4.816 0.190
148 H -0.659 4.384 1.846
149 H -1.175 3.136 0.634
150 H 0.909 3.699 -0.690
151 H 2.785 4.996 0.466
152 H 1.806 5.384 1.825
153 H 0.358 5.593 -1.625
154 H 2.101 5.870 -1.842
155 H 1.058 7.233 -1.607
156 H 0.756 1.859 0.683
157 H 1.095 2.651 2.016
158 C -0.597 -6.830 7.456
159 C -1.794 -6.526 6.557
160 C -1.637 -5.473 5.439
161 O -1.303 -4.203 6.014
162 C -1.275 -3.071 5.128
163 N -2.106 -7.838 6.019
164 H 0.266 -7.319 7.004
165 H -0.897 -7.506 8.258
166 H -0.223 -5.975 8.018
167 H -2.660 -6.270 7.167
168 H -2.563 -5.410 4.867
169 H -0.942 -5.843 4.686
170 H -2.215 -2.985 4.582
171 H -0.496 -3.146 4.370
172 H -1.101 -2.197 5.756
173 H -2.902 -7.785 5.400
174 H -1.336 -8.290 5.546
175 C -2.092 -1.132 -5.412
176 C -2.657 0.218 -4.964
177 C -3.799 0.005 -3.898
178 O -4.907 -0.771 -4.326
179 C -5.363 -0.601 -5.634
180 N -1.566 1.061 -4.402
181 H -1.499 -0.920 -6.302
182 H -2.828 -1.895 -5.664
183 H -1.390 -1.643 -4.754
184 H -3.092 0.610 -5.883
185 H -4.174 0.963 -3.537
186 H -3.326 -0.297 -2.963
187 H -5.793 0.398 -5.718
188 H -6.152 -1.288 -5.941
189 H -4.612 -0.841 -6.386
190 H -0.903 1.121 -5.162
191 H -1.898 2.008 -4.288
192 C -3.254 -3.610 1.697
193 C -4.426 -3.441 0.714
194 C -5.689 -2.881 1.474
195 O -6.232 -3.606 2.570
196 C -6.995 -2.814 3.499
197 N -4.038 -2.572 -0.407
198 H -2.912 -2.651 2.085
199 H -2.424 -4.056 1.148
200 H -3.636 -4.175 2.547
201 H -4.684 -4.433 0.344
202 H -6.508 -3.083 0.783
203 H -5.531 -1.822 1.678
204 H -6.594 -1.822 3.704
205 H -6.980 -3.391 4.423
206 H -8.020 -2.760 3.132
207 H -4.764 -2.538 -1.108
208 H -3.950 -1.632 -0.049
209 C 5.185 3.565 -8.300
210 C 6.073 2.840 -7.289
211 C 5.461 1.512 -6.653
212 O 4.159 1.820 -6.126
213 C 3.489 0.683 -5.724
214 N 7.309 2.537 -8.051
215 H 4.362 4.076 -7.801
216 H 4.848 2.850 -9.051
217 H 5.682 4.385 -8.819
218 H 6.270 3.489 -6.435
219 H 6.137 1.184 -5.863
220 H 5.418 0.722 -7.404
221 H 2.540 0.899 -5.234
222 H 4.039 0.150 -4.947
223 H 3.267 0.004 -6.547
224 H 7.590 3.379 -8.533
225 H 7.075 2.027 -8.891
226 C -1.326 -0.251 8.077
227 C -2.727 -0.046 7.558
228 C -3.560 -1.338 7.901
229 O -4.851 -1.215 7.330
230 C -5.718 -2.345 7.274
231 N -3.277 1.109 8.264
232 H -1.218 -0.578 9.111
233 H -0.653 0.592 7.919
234 H -0.803 -1.072 7.587
235 H -2.685 0.085 6.477
236 H -3.729 -1.384 8.977
237 H -3.133 -2.262 7.510
238 H -6.540 -2.152 6.584
239 H -6.276 -2.490 8.198
240 H -5.184 -3.248 6.977
241 H -4.264 1.150 8.052
242 H -3.268 1.000 9.268
243 C -2.633 -4.477 -3.261
244 C -1.308 -4.800 -2.617
245 C -0.168 -3.764 -3.059
246 O 0.108 -3.821 -4.516
247 C 1.162 -3.013 -4.913
248 N -1.574 -4.768 -1.186
249 H -3.388 -5.222 -3.010
250 H -2.486 -4.472 -4.341
251 H -3.050 -3.518 -2.954
252 H -0.935 -5.783 -2.904
253 H 0.747 -4.052 -2.540
254 H -0.468 -2.760 -2.759
255 H 2.139 -3.234 -4.482
256 H 0.951 -1.947 -4.819
257 H 1.278 -3.207 -5.979
258 H -2.194 -3.987 -1.028
259 H -2.184 -5.505 -0.863
260 C 8.216 0.109 0.315
261 C 7.455 -0.572 1.470
262 C 6.181 -1.285 0.895
263 O 5.265 -0.330 0.314
264 C 4.537 0.515 1.208
265 N 8.311 -1.613 2.017
266 H 8.538 -0.605 -0.443
267 H 9.034 0.749 0.645
268 H 7.453 0.691 -0.202
269 H 7.185 0.097 2.287
270 H 5.717 -1.893 1.672
271 H 6.551 -1.964 0.127
272 H 4.027 -0.110 1.941
273 H 3.815 1.200 0.765
274 H 5.162 1.279 1.670
275 H 9.072 -1.172 2.512
276 H 7.824 -2.036 2.794

Cartesian forces (eV/Å) of the 3 atoms listed first:
-0.60 0.07 -0.59
0.23 0.73 0.51
-0.88 -1.33 -0.37

A cluster of 12 separate species, C66H62F10O2 in total at a distorted geometry. Source: the Open Molecules 2025 dataset; level of theory: ωB97M-V/def2-TZVPD.

Results
M: 1077.200 g mol⁻¹
energy relative to the best compared isomer or geometry (same formula, charge and spin): 33.97 kcal/mol
frontier orbital gap (alpha / beta): 1.7 / 6.5 eV
HOMO (alpha / beta): 0.160 / -4.634 eV
multiplicity: 2
⟨S²⟩: 0.760
charge: -1

Geometry (Å):
1 F 3.133 -3.064 -4.346
2 C 2.423 -1.984 -4.757
3 C 1.996 -1.868 -6.083
4 C 1.301 -0.749 -6.523
5 C 0.901 0.195 -5.572
6 C 1.423 0.116 -4.314
7 C 2.224 -0.990 -3.854
8 H 2.262 -2.640 -6.790
9 H 1.062 -0.751 -7.576
10 H 0.396 1.090 -5.905
11 H 1.055 0.880 -3.646
12 H 2.613 -1.079 -2.851
13 F -3.338 -3.381 1.680
14 C -2.398 -4.399 1.771
15 C -2.813 -5.736 1.935
16 C -1.841 -6.716 1.976
17 C -0.482 -6.390 2.164
18 C -0.048 -5.060 2.056
19 C -0.993 -4.054 1.725
20 H -3.851 -5.997 2.079
21 H -2.167 -7.745 1.925
22 H 0.199 -7.218 2.294
23 H 1.013 -4.860 2.086
24 H -0.637 -3.035 1.693
25 F -4.678 -2.346 6.645
26 C -3.662 -2.999 6.020
27 C -3.640 -4.384 5.936
28 C -2.494 -5.095 5.420
29 C -1.441 -4.277 5.033
30 C -1.407 -2.872 5.111
31 C -2.625 -2.234 5.528
32 H -4.501 -4.924 6.301
33 H -2.550 -6.147 5.182
34 H -0.586 -4.769 4.592
35 H -0.615 -2.227 4.759
36 H -2.654 -1.155 5.556
37 F 6.256 3.102 -3.764
38 C 5.628 2.059 -3.092
39 C 6.087 0.695 -3.158
40 C 5.353 -0.191 -2.356
41 C 4.265 0.278 -1.573
42 C 3.796 1.530 -1.692
43 C 4.438 2.441 -2.473
44 H 6.928 0.290 -3.701
45 H 5.678 -1.213 -2.232
46 H 3.805 -0.366 -0.837
47 H 2.897 1.772 -1.143
48 H 3.986 3.407 -2.642
49 F -6.273 3.060 2.533
50 C -6.142 1.920 1.775
51 C -6.650 1.985 0.490
52 C -6.640 0.791 -0.252
53 C -5.821 -0.310 0.175
54 C -5.251 -0.280 1.413
55 C -5.398 0.833 2.273
56 H -7.326 2.751 0.139
57 H -7.113 0.765 -1.222
58 H -5.817 -1.261 -0.335
59 H -4.589 -1.054 1.771
60 H -4.833 0.902 3.191
61 F 3.091 4.737 -4.570
62 C 2.498 5.332 -3.526
63 C 1.507 4.630 -2.870
64 C 0.719 5.287 -1.921
65 C 1.112 6.612 -1.629
66 C 2.197 7.267 -2.155
67 C 2.936 6.612 -3.114
68 H 1.505 3.567 -3.064
69 H -0.062 4.750 -1.402
70 H 0.636 7.158 -0.828
71 H 2.570 8.258 -1.939
72 H 3.805 7.109 -3.518
73 F -3.557 -1.504 -2.487
74 C -2.553 -2.334 -2.843
75 C -1.914 -2.014 -4.033
76 C -0.956 -2.867 -4.556
77 C -0.576 -3.946 -3.772
78 C -1.169 -4.204 -2.532
79 C -2.146 -3.376 -2.014
80 H -2.264 -1.146 -4.572
81 H -0.410 -2.805 -5.486
82 H 0.154 -4.631 -4.179
83 H -0.883 -5.092 -1.988
84 H -2.607 -3.580 -1.059
85 F 0.787 -1.658 -0.952
86 C 1.730 -2.344 -0.283
87 C 2.196 -3.538 -0.881
88 C 3.040 -4.278 -0.151
89 C 3.630 -3.798 1.040
90 C 3.175 -2.574 1.593
91 C 2.194 -1.829 0.948
92 H 1.754 -3.946 -1.778
93 H 3.187 -5.241 -0.617
94 H 4.440 -4.412 1.404
95 H 3.536 -2.077 2.482
96 H 1.771 -0.961 1.430
97 F 0.041 1.705 -1.839
98 C -0.261 1.118 -0.714
99 C 0.385 1.489 0.454
100 C 0.035 0.847 1.624
101 C -0.977 -0.090 1.716
102 C -1.671 -0.362 0.569
103 C -1.329 0.208 -0.663
104 H 1.226 2.127 0.227
105 H 0.447 1.161 2.571
106 H -1.228 -0.540 2.665
107 H -2.488 -1.068 0.569
108 H -1.875 -0.018 -1.568
109 F 2.892 1.103 2.252
110 C 3.266 2.268 2.806
111 C 3.321 2.360 4.139
112 C 3.537 3.609 4.692
113 C 3.848 4.689 3.925
114 C 3.922 4.555 2.564
115 C 3.496 3.360 1.951
116 H 3.073 1.534 4.789
117 H 3.539 3.750 5.763
118 H 4.044 5.678 4.313
119 H 4.171 5.391 1.928
120 H 3.419 3.240 0.881
121 C -1.755 3.856 -4.236
122 C -2.641 2.923 -4.971
123 O -2.495 1.733 -4.884
124 C -3.579 3.506 -6.000
125 H -1.649 4.824 -4.726
126 H -0.826 3.311 -4.075
127 H -2.039 3.999 -3.194
128 H -4.209 2.802 -6.544
129 H -3.159 4.333 -6.573
130 H -4.364 4.061 -5.488
131 C -0.926 0.571 6.810
132 C 0.067 1.059 5.750
133 O 0.862 0.296 5.183
134 C 0.139 2.537 5.406
135 H -1.958 0.816 6.560
136 H -0.718 0.991 7.794
137 H -0.851 -0.506 6.957
138 H 1.155 2.928 5.353
139 H -0.443 3.138 6.105
140 H -0.363 2.501 4.439

Cartesian forces (eV/Å) of the 3 atoms listed first:
-0.16 -0.08 -0.42
0.25 0.14 -0.42
0.43 -0.18 -0.10